{"formula": "C6H10O", "method": "ωB97M-V with the def2-TZVPD basis set", "relative_energy_kcal_mol": 172.6, "total_charge": 0, "homo_energy_ha": -0.33346, "elements": ["C", "C", "C", "C", "C", "C", "H", "H", "H", "H", "H", "H", "H", "H", "H", "H", "O"], "positions_angstrom": [[-1.392, 0.380, -0.163], [-1.342, -0.948, -0.060], [0.907, -0.654, 0.512], [2.250, -0.198, -0.156], [0.946, 0.487, -0.349], [-0.182, 1.233, 0.353], [-2.396, 0.990, 0.111], [-1.473, 0.566, -1.202], [-1.820, -1.583, -1.026], [-2.093, -1.259, 1.014], [0.773, -0.348, 1.603], [2.300, -0.631, -1.360], [3.353, -0.192, 0.296], [0.360, 0.150, -1.346], [-0.311, 2.423, 0.061], [0.112, 1.220, 1.565], [0.011, -1.638, 0.147]], "nbo_charge": [-0.535, -0.064, 0.079, -0.443, -0.293, -0.357, 0.248, 0.220, 0.220, 0.166, 0.174, 0.234, 0.262, 0.202, 0.204, 0.205, -0.522]}

***

{"formula": "C6H10O", "method": "ωB97M-V with the def2-TZVPD basis set", "relative_energy_kcal_mol": 18.3, "total_charge": 0, "smiles": "C1=CCOCCC1", "homo_energy_ha": -0.34272, "elements": ["C", "C", "C", "O", "C", "C", "C", "H", "H", "H", "H", "H", "H", "H", "H", "H", "H"], "positions_angstrom": [[-0.235, 0.698, -1.356], [-0.276, 1.580, -0.358], [-0.506, 1.219, 1.097], [0.517, 0.460, 1.712], [1.079, -0.586, 0.933], [0.053, -1.397, 0.135], [-0.335, -0.806, -1.240], [-0.088, 1.077, -2.367], [-0.166, 2.637, -0.596], [-1.477, 0.699, 1.187], [-0.570, 2.134, 1.692], [1.550, -1.246, 1.666], [1.863, -0.185, 0.270], [-0.828, -1.522, 0.776], [0.469, -2.399, -0.032], [0.307, -1.246, -2.016], [-1.356, -1.117, -1.503]], "nbo_charge": [-0.157, -0.240, -0.110, -0.531, -0.066, -0.437, -0.454, 0.203, 0.208, 0.166, 0.198, 0.192, 0.168, 0.210, 0.217, 0.212, 0.222]}

***

{"formula": "C6H10O", "method": "ωB97M-V with the def2-TZVPD basis set", "relative_energy_kcal_mol": 106.9, "total_charge": 0, "homo_energy_ha": -0.27723, "elements": ["O", "C", "C", "C", "C", "C", "C", "H", "H", "H", "H", "H", "H", "H", "H", "H", "H"], "positions_angstrom": [[0.609, -1.504, 1.347], [1.674, -1.100, 0.830], [1.833, 0.159, 0.231], [0.699, 1.080, 0.426], [-0.752, 0.707, -0.610], [-1.237, -0.718, -0.991], [-1.857, 0.006, 0.134], [2.563, -1.763, 0.824], [2.743, 0.505, -0.241], [0.394, 0.287, -0.623], [0.866, 2.113, 0.130], [0.199, 0.966, 1.387], [-0.973, 1.511, -1.302], [-1.741, -0.788, -1.950], [-0.574, -1.536, -0.728], [-2.849, 0.429, 0.010], [-1.598, -0.355, 1.125]], "nbo_charge": [-0.731, 0.324, -0.624, -0.322, -0.433, -0.357, -0.396, 0.119, 0.226, 0.483, 0.236, 0.249, 0.243, 0.226, 0.266, 0.227, 0.263]}

***

{"formula": "C6H10O", "method": "ωB97M-V with the def2-TZVPD basis set", "relative_energy_kcal_mol": 33.4, "total_charge": 0, "smiles": "C[C@H]1C[C@H]1CC=O", "homo_energy_ha": -0.35575, "elements": ["C", "C", "C", "C", "C", "C", "O", "H", "H", "H", "H", "H", "H", "H", "H", "H", "H"], "positions_angstrom": [[1.815, -0.440, 0.859], [1.269, -0.252, -0.540], [0.099, -1.053, -1.033], [-0.058, 0.426, -0.795], [-0.879, 0.884, 0.397], [-2.356, 0.997, 0.203], [-2.966, -0.045, 0.350], [2.524, -1.275, 0.892], [1.016, -0.654, 1.575], [2.339, 0.459, 1.204], [2.033, -0.035, -1.285], [0.096, -1.415, -2.056], [-0.376, -1.726, -0.321], [-0.087, 1.052, -1.684], [-0.413, 1.773, 0.868], [-1.129, -0.061, 0.955], [-2.906, 1.939, 0.050]], "nbo_charge": [-0.611, -0.217, -0.417, -0.221, -0.544, 0.434, -0.537, 0.215, 0.211, 0.208, 0.211, 0.219, 0.218, 0.215, 0.225, 0.266, 0.127]}

***

{"formula": "C6H10O", "method": "ωB97M-V with the def2-TZVPD basis set", "relative_energy_kcal_mol": 57.8, "total_charge": 0, "smiles": "CO[C@@H]1[C@@H]2CC[C@@H]21", "homo_energy_ha": -0.32069, "elements": ["C", "O", "C", "C", "C", "C", "C", "H", "H", "H", "H", "H", "H", "H", "H", "H", "H"], "positions_angstrom": [[2.399, -0.061, 0.589], [1.206, 0.452, 0.058], [0.446, -0.430, -0.712], [-0.714, 0.171, -1.397], [-1.334, 1.185, -0.398], [-1.514, 0.063, 0.666], [-0.971, -0.891, -0.353], [2.865, 0.747, 1.164], [3.096, -0.375, -0.203], [2.207, -0.909, 1.257], [0.853, -1.409, -0.890], [-0.910, 0.173, -2.465], [-2.303, 1.531, -0.760], [-0.709, 2.033, -0.112], [-2.538, -0.136, 0.980], [-0.854, 0.128, 1.540], [-1.276, -1.914, -0.580]], "nbo_charge": [-0.242, -0.535, 0.053, -0.250, -0.379, -0.410, -0.225, 0.194, 0.167, 0.164, 0.208, 0.214, 0.209, 0.213, 0.207, 0.203, 0.209]}

***

{"formula": "C6H10O", "method": "ωB97M-V with the def2-TZVPD basis set", "relative_energy_kcal_mol": 24.8, "total_charge": 0, "smiles": "CC1=CCC[C@H]1O", "homo_energy_ha": -0.32141, "elements": ["C", "C", "C", "C", "C", "C", "O", "H", "H", "H", "H", "H", "H", "H", "H", "H", "H"], "positions_angstrom": [[2.126, -0.175, -0.022], [0.719, 0.108, 0.388], [-0.015, -0.829, 1.001], [-1.248, -1.075, 0.176], [-1.457, 0.234, -0.613], [-0.169, 1.058, -0.396], [-0.393, 2.278, 0.302], [2.695, 0.672, -0.405], [1.962, -0.869, -0.866], [2.694, -0.744, 0.720], [0.406, -1.585, 1.660], [-2.134, -1.498, 0.653], [-0.876, -1.834, -0.535], [-1.619, 0.035, -1.677], [-2.318, 0.799, -0.250], [0.293, 1.380, -1.335], [-0.666, 2.045, 1.201]], "nbo_charge": [-0.637, -0.001, -0.197, -0.429, -0.433, 0.058, -0.708, 0.218, 0.213, 0.223, 0.203, 0.211, 0.199, 0.213, 0.221, 0.180, 0.465]}

***

{"formula": "C6H10O", "method": "ωB97M-V with the def2-TZVPD basis set", "relative_energy_kcal_mol": 76.1, "total_charge": 0, "homo_energy_ha": -0.27890, "elements": ["C", "C", "O", "C", "C", "C", "C", "H", "H", "H", "H", "H", "H", "H", "H", "H", "H"], "positions_angstrom": [[-2.019, -0.497, 0.293], [-0.847, 0.004, -0.516], [-0.616, 1.381, -0.178], [0.734, 1.621, -0.362], [1.495, 0.348, -0.279], [1.021, -0.926, 1.063], [0.487, -0.716, -0.286], [-2.897, 0.129, 0.108], [-1.769, -0.476, 1.359], [-2.253, -1.529, 0.016], [-1.049, -0.031, -1.595], [1.126, 1.381, -1.475], [1.013, 2.604, 0.063], [2.555, 0.412, -0.449], [0.849, -0.267, 1.899], [1.506, -1.887, 1.293], [0.664, -1.550, -0.955]], "nbo_charge": [-0.621, 0.100, -0.510, -0.076, -0.219, -0.512, -0.303, 0.220, 0.222, 0.213, 0.170, 0.192, 0.217, 0.245, 0.215, 0.216, 0.232]}

***

{"formula": "C6H10O", "method": "ωB97M-V with the def2-TZVPD basis set", "relative_energy_kcal_mol": 44.3, "total_charge": 0, "homo_energy_ha": -0.33591, "elements": ["C", "C", "O", "C", "C", "C", "C", "H", "H", "H", "H", "H", "H", "H", "H", "H", "H"], "positions_angstrom": [[1.664, 1.115, 0.536], [0.183, 0.895, 0.559], [-0.626, 1.740, -0.295], [-1.308, 0.573, -0.736], [-0.389, -0.234, -1.578], [-0.343, -0.375, -0.084], [-0.552, -1.679, 0.627], [2.099, 0.432, 1.274], [2.065, 0.858, -0.450], [1.930, 2.144, 0.786], [-0.235, 1.007, 1.570], [-2.319, 0.382, -0.426], [-0.825, -1.060, -2.130], [0.428, 0.280, -2.078], [0.413, -2.195, 0.698], [-0.945, -1.540, 1.643], [-1.238, -2.341, 0.084]], "nbo_charge": [-0.632, 0.122, -0.521, 0.075, -0.434, -0.111, -0.608, 0.214, 0.209, 0.220, 0.173, 0.200, 0.226, 0.225, 0.215, 0.211, 0.216]}

***

{"formula": "C6H10O", "method": "ωB97M-V with the def2-TZVPD basis set", "relative_energy_kcal_mol": 59.7, "total_charge": 0, "smiles": "C#C[C@](C)(O)CC", "homo_energy_ha": -0.35232, "elements": ["C", "C", "C", "C", "O", "C", "C", "H", "H", "H", "H", "H", "H", "H", "H", "H", "H"], "positions_angstrom": [[-0.562, -2.555, 0.639], [-0.326, -1.400, 0.352], [0.043, -0.027, 0.458], [1.454, -0.412, 1.138], [-0.896, 0.699, 1.242], [0.300, 0.846, -0.780], [-0.894, 1.261, -1.651], [-1.339, -3.238, 0.433], [1.485, -1.293, 1.806], [2.187, -0.630, 0.349], [1.726, 0.465, 1.700], [-1.419, 0.072, 1.762], [0.775, 1.757, -0.388], [1.038, 0.323, -1.391], [-0.537, 1.873, -2.491], [-1.623, 1.861, -1.099], [-1.411, 0.396, -2.080]], "nbo_charge": [-0.292, -0.002, 0.156, -0.605, -0.703, -0.393, -0.608, 0.234, 0.235, 0.218, 0.216, 0.484, 0.214, 0.207, 0.212, 0.220, 0.207]}

***

{"formula": "C6H10O", "method": "ωB97M-V with the def2-TZVPD basis set", "relative_energy_kcal_mol": 72.9, "total_charge": 0, "homo_energy_ha": -0.30385, "elements": ["C", "O", "C", "C", "C", "C", "C", "H", "H", "H", "H", "H", "H", "H", "H", "H", "H"], "positions_angstrom": [[2.637, 0.142, 0.725], [1.335, 0.430, 0.204], [1.014, -0.187, -0.909], [-1.100, -1.137, -0.378], [-1.615, -0.109, 0.662], [-1.257, 1.043, -0.305], [-0.445, 0.050, -1.170], [3.174, 1.085, 0.855], [3.161, -0.519, 0.031], [2.505, -0.343, 1.696], [-0.379, -1.879, -0.026], [-1.891, -1.655, -0.933], [-2.668, -0.192, 0.946], [-1.011, -0.092, 1.574], [-2.135, 1.426, -0.837], [-0.699, 1.887, 0.112], [-0.626, 0.049, -2.248]], "nbo_charge": [-0.249, -0.514, 0.268, -0.377, -0.404, -0.408, -0.376, 0.189, 0.208, 0.187, 0.211, 0.215, 0.205, 0.206, 0.207, 0.211, 0.221]}

***

{"formula": "C6H10O", "method": "ωB97M-V with the def2-TZVPD basis set", "relative_energy_kcal_mol": 51.1, "total_charge": 0, "smiles": "C=COC(=C)CC", "homo_energy_ha": -0.33355, "elements": ["C", "C", "O", "C", "C", "C", "C", "H", "H", "H", "H", "H", "H", "H", "H", "H", "H"], "positions_angstrom": [[2.168, -0.464, -0.713], [1.958, -0.425, 0.559], [0.717, -0.252, 1.175], [-0.041, 0.532, 0.338], [0.045, 1.827, 0.082], [-1.049, -0.253, -0.464], [-2.090, -0.825, 0.445], [3.145, -0.653, -1.152], [1.307, -0.286, -1.386], [2.693, -0.471, 1.373], [0.802, 2.466, 0.593], [-0.409, 2.162, -0.872], [-1.474, 0.454, -1.076], [-0.595, -1.030, -1.068], [-2.928, -1.261, -0.106], [-2.597, -0.040, 1.171], [-1.652, -1.480, 1.101]], "nbo_charge": [-0.500, 0.134, -0.523, 0.340, -0.477, -0.466, -0.590, 0.225, 0.211, 0.195, 0.210, 0.213, 0.203, 0.206, 0.211, 0.200, 0.209]}

***

{"formula": "C6H10O", "method": "ωB97M-V with the def2-TZVPD basis set", "relative_energy_kcal_mol": 6.6, "total_charge": 0, "smiles": "CC1=CCO[C@@H]1C", "homo_energy_ha": -0.32645, "elements": ["C", "C", "C", "C", "O", "C", "C", "H", "H", "H", "H", "H", "H", "H", "H", "H", "H"], "positions_angstrom": [[1.508, -0.168, -1.387], [0.226, 0.128, -0.674], [-0.589, 1.165, -0.834], [-1.778, 1.032, 0.072], [-1.631, -0.240, 0.685], [-0.348, -0.785, 0.387], [0.486, -0.853, 1.664], [2.363, -0.166, -0.700], [1.474, -1.160, -1.855], [1.702, 0.571, -2.171], [-0.442, 2.000, -1.513], [-2.734, 1.062, -0.471], [-1.809, 1.824, 0.837], [-0.489, -1.804, -0.007], [1.463, -1.316, 1.485], [0.641, 0.156, 2.062], [-0.043, -1.444, 2.418]], "nbo_charge": [-0.641, 0.000, -0.230, -0.086, -0.526, 0.071, -0.625, 0.220, 0.219, 0.222, 0.214, 0.180, 0.172, 0.174, 0.205, 0.209, 0.221]}

***

no.,DFT total energy (a.u.),Kohn-Sham gap (Ha),molecular weight (Da)
1,-309.5674,0.3675,98.145
2,-309.8132,0.3821,98.145
3,-309.6721,0.3065,98.145
4,-309.7892,0.3920,98.145
5,-309.7503,0.3612,98.145
6,-309.8029,0.3590,98.145
7,-309.7211,0.3175,98.145
8,-309.7718,0.3742,98.145
9,-309.7473,0.3850,98.145
10,-309.7262,0.3425,98.145
11,-309.7610,0.3739,98.145
12,-309.8318,0.3645,98.145